No. 1
DFT (ωB97M-V with the def2-TZVPD basis set) results for a cluster of 12 separate species, C52H95FN7O13P in total at a distorted geometry.

Multiplicity: 1
SMILES: CCNc1c(F)c(P(N)O)c2nc(CCCCN)c(N=C=O)nc2c1CCCCN.CC(C)=O.CC(C)=O.CC(C)=O.CC(C)=O.CC(C)=O.CC(C)=O.CC(C)=O.CC(C)=O.CC(C)=O.CC(C)=O.CC(C)=O
Net charge: 0
E_HOMO (eV): -8.017
Energy (a.u.): -3840.6694
Kohn-Sham gap (eV): 6.99

Last column: Mulliken charge in e.
Atoms and positions in Å:
C: 0.37810 3.61005 2.54737  -0.824
C: 1.80693 3.52974 1.80715  -0.296
N: 1.75715 3.58002 0.31087  0.018
C: 0.47415 3.11743 -0.24427  -0.399
C: -0.56933 4.20808 -0.69845  0.161
F: -0.21720 5.58003 -0.51096  -0.337
C: -1.95118 3.76829 -1.33606  0.159
P: -3.06260 5.23247 -1.88446  0.217
N: -3.03559 5.13575 -3.68095  -0.703
O: -4.66258 5.05362 -1.28846  -0.422
C: -2.34886 2.23789 -1.51950  0.147
N: -3.62475 1.94380 -2.12872  -0.328
C: -3.81632 0.52993 -2.26781  0.420
C: -5.16244 0.02689 -2.97422  -0.833
C: -6.52213 0.57581 -2.30793  -0.774
C: -6.51465 0.62318 -0.69462  0.721
C: -7.99535 0.24673 -0.10327  -0.545
N: -8.68007 1.40559 0.54648  -0.568
C: -2.78715 -0.54547 -1.78822  0.228
N: -3.12076 -1.99990 -2.01061  -0.620
C: -3.26200 -2.54855 -0.83445  0.674
O: -3.70209 -3.04745 0.22512  -0.495
N: -1.51999 -0.27481 -1.17645  -0.283
C: -1.32290 1.15348 -1.07255  -0.190
C: 0.07651 1.62172 -0.45446  0.545
C: 1.20251 0.52657 -0.01682  -0.354
C: 2.30621 0.55732 -1.22633  -0.448
C: 3.49860 -0.52861 -0.99669  -0.499
C: 3.23364 -1.91805 -1.81373  -0.061
N: 3.02071 -3.07749 -0.86993  -0.469
H: 0.60965 3.59687 3.68934  0.396
H: -0.11835 4.62538 2.34552  0.229
H: -0.30834 2.70547 2.36665  0.142
H: 2.37496 2.63596 2.24545  0.123
H: 2.39557 4.47560 2.14281  0.381
H: 1.99554 4.54003 -0.00591  0.252
H: -2.03614 5.04913 -3.97491  0.313
H: -3.51366 4.25552 -3.93914  0.292
H: -4.99761 5.98902 -1.22055  0.322
H: -5.26118 -1.10751 -3.07860  0.340
H: -5.13333 0.44429 -4.06036  0.296
H: -6.88400 1.58995 -2.74705  0.206
H: -7.35740 -0.17930 -2.60644  0.376
H: -6.34269 1.72888 -0.38811  0.139
H: -5.71424 -0.08106 -0.23957  -0.506
H: -8.69633 -0.17494 -0.91515  0.386
H: -7.90380 -0.58016 0.70585  0.176
H: -8.04631 1.95469 1.14525  0.200
H: -9.19724 1.98881 -0.12520  0.222
H: 1.74959 0.96542 0.89789  -0.102
H: 0.76529 -0.51623 0.15429  0.274
H: 2.75729 1.62096 -1.35767  0.325
H: 1.82346 0.28374 -2.23488  0.257
H: 4.49112 -0.09519 -1.41876  0.302
H: 3.62566 -0.73929 0.13736  0.202
H: 4.19008 -2.15993 -2.42737  0.163
H: 2.34598 -1.82058 -2.54684  0.116
H: 3.43752 -3.93288 -1.31101  0.139
H: 1.99895 -3.26863 -0.82661  0.190
C: 3.66171 8.65830 0.46359  -1.178
C: 3.58022 7.41594 -0.38274  1.003
O: 3.88004 6.32196 0.06760  -0.596
C: 3.11497 7.57625 -1.80414  -0.856
H: 4.01160 8.39269 1.46416  0.333
H: 4.36887 9.36333 0.02099  0.281
H: 2.67353 9.11571 0.54817  0.324
H: 3.79835 8.23332 -2.34626  0.204
H: 2.10227 7.98575 -1.81972  0.318
H: 3.10531 6.59938 -2.29423  0.254
C: -3.22359 -7.53224 1.61485  -0.869
C: -3.86419 -6.71823 2.70706  0.760
O: -3.95772 -7.14681 3.84417  -0.605
C: -4.38491 -5.35367 2.34071  -0.552
H: -2.89574 -8.49089 2.02253  0.283
H: -3.94635 -7.72016 0.81917  0.156
H: -2.35284 -7.00353 1.21958  0.239
H: -5.16009 -5.44479 1.57665  0.408
H: -3.56649 -4.72881 1.97817  -0.011
H: -4.81943 -4.88234 3.22599  0.199
C: 6.95937 -6.70283 -3.02382  -1.214
C: 6.10227 -5.67814 -2.32838  0.785
O: 4.90696 -5.85567 -2.16730  -0.558
C: 6.77599 -4.42481 -1.83859  -0.503
H: 6.33935 -7.55201 -3.32148  0.341
H: 7.40784 -6.26615 -3.91887  0.307
H: 7.73773 -7.05857 -2.34521  0.311
H: 7.21661 -3.88668 -2.68086  0.346
H: 7.54520 -4.67804 -1.10671  0.337
H: 6.03690 -3.77954 -1.35956  -0.173
C: -4.17980 -0.26263 2.29251  -0.508
C: -5.46422 -0.13395 3.06622  0.770
O: -6.31534 0.68014 2.74911  -0.450
C: -5.65805 -1.04864 4.24598  -1.155
H: -4.17834 0.45837 1.47085  0.094
H: -3.32961 -0.05112 2.94498  0.531
H: -4.09635 -1.26861 1.87553  -0.122
H: -4.87400 -0.87215 4.98564  0.395
H: -5.64017 -2.08973 3.91588  0.163
H: -6.62720 -0.84418 4.70735  0.311
C: 2.68606 -1.04216 -7.28985  -1.138
C: 2.18114 -1.66396 -6.01476  0.768
O: 2.67816 -1.38993 -4.93725  -0.476
C: 1.03769 -2.63771 -6.12341  -1.069
H: 3.50995 -0.36258 -7.05965  0.288
H: 3.05197 -1.82038 -7.96334  0.341
H: 1.88588 -0.47289 -7.76814  0.332
H: 1.33045 -3.48678 -6.74504  0.339
H: 0.16425 -2.13927 -6.54978  0.331
H: 0.77955 -3.00544 -5.12740  0.252
C: 8.42056 -1.74549 2.21699  -1.080
C: 7.40756 -2.32507 1.26535  0.952
O: 7.64595 -2.43026 0.07381  -0.561
C: 6.09008 -2.76889 1.84204  -0.698
H: 9.32125 -1.46908 1.66322  0.319
H: 8.01327 -0.85043 2.69259  0.159
H: 8.68801 -2.48762 2.97252  0.336
H: 5.58082 -1.91818 2.30090  0.098
H: 6.25447 -3.55647 2.58105  0.406
H: 5.45884 -3.16508 1.04248  0.066
C: -7.63987 2.88103 4.24150  -0.561
C: -7.23096 4.19916 4.84170  0.762
O: -6.79170 4.26993 5.97666  -0.580
C: -7.38525 5.42838 3.98521  -1.053
H: -7.47410 2.08442 4.97013  0.208
H: -8.70120 2.90373 3.98309  0.396
H: -7.03863 2.67424 3.35504  -0.026
H: -8.43498 5.56382 3.71536  0.308
H: -6.77201 5.33429 3.08619  0.258
H: -7.05197 6.30481 4.54629  0.317
C: -0.44426 -4.45476 2.25505  -0.552
C: 0.83391 -4.43078 3.05104  0.649
O: 1.74492 -3.67726 2.76118  -0.507
C: 0.94061 -5.37495 4.21923  -1.178
H: -0.38036 -3.72387 1.44514  0.096
H: -0.59290 -5.44605 1.82084  0.161
H: -1.28744 -4.19176 2.89802  0.346
H: 0.85310 -6.40698 3.87225  0.329
H: 0.15882 -5.15321 4.94913  0.341
H: 1.91391 -5.24815 4.69912  0.291
C: -4.54682 -9.61427 -2.12775  -1.072
C: -5.04788 -10.23149 -0.84889  0.811
O: -4.55296 -9.94672 0.22758  -0.508
C: -6.18409 -11.21394 -0.95182  -1.106
H: -3.72779 -8.92725 -1.90173  0.260
H: -4.17504 -10.39410 -2.79600  0.350
H: -5.35084 -9.05388 -2.61005  0.323
H: -5.88493 -12.06480 -1.56788  0.331
H: -7.06082 -10.72456 -1.38178  0.332
H: -6.44007 -11.57708 0.04630  0.292
C: 7.05374 10.01366 -4.15861  -1.063
C: 5.68481 10.51893 -3.78875  0.750
O: 4.84380 9.77684 -3.31113  -0.543
C: 5.39448 11.97599 -4.03132  -1.089
H: 7.12049 8.94760 -3.92902  0.280
H: 7.22454 10.15265 -5.22839  0.330
H: 7.81423 10.54433 -3.58156  0.322
H: 5.49163 12.20202 -5.09544  0.328
H: 6.08123 12.59376 -3.44854  0.331
H: 4.37167 12.19839 -3.71804  0.278
C: 6.25249 2.34201 4.17475  -1.169
C: 5.82544 1.02124 4.75827  0.882
O: 5.32665 0.15416 4.06296  -0.519
C: 6.03880 0.81360 6.23430  -1.168
H: 6.03883 2.35055 3.10324  0.253
H: 5.69742 3.15458 4.64874  0.389
H: 7.32616 2.48235 4.31879  0.360
H: 5.47420 1.55825 6.79974  0.334
H: 7.10293 0.88589 6.46981  0.341
H: 5.68488 -0.18134 6.51473  0.292

Atomic forces in eV per Å
C 0.74 0.12 1.12
C -0.13 0.91 1.58
N -1.92 -0.55 0.01
C -2.64 -0.83 -1.74
C -1.95 -3.18 -0.90
F -0.91 -3.35 -0.51
C 1.96 -1.10 1.32
P 1.24 1.16 0.20
N -0.49 -1.41 1.33
O 1.03 0.35 -1.21
C 1.51 0.62 0.45
N 3.19 -4.56 1.25
C 0.88 0.57 0.50
C -0.10 1.06 -0.69
C -0.74 -0.53 0.16
C -0.87 0.34 -0.34
C 0.39 -0.22 0.52
N 0.08 -0.46 -0.52
C 1.73 2.28 0.59
N 0.16 -0.22 5.26
C -3.07 -0.36 1.28
O 3.15 2.59 -6.16
N -4.55 3.10 -2.17
C 1.07 1.26 0.57
C -0.26 2.08 0.28
C 0.14 1.83 -1.32
C 0.50 -0.55 -0.21
C -0.13 0.14 -0.53
C 0.52 0.19 0.12
N -0.34 -0.43 -1.30
H -0.38 0.03 -1.89
H 0.47 -1.69 0.06
H 1.01 1.56 -0.04
H -0.73 1.04 -1.03
H -0.89 -1.68 -0.61
H -0.44 -1.03 0.20
H -1.07 0.11 0.46
H 0.43 0.45 -0.24
H 0.61 -1.37 -0.06
H 0.64 1.64 0.46
H 0.08 -0.74 1.78
H 0.98 -1.66 0.82
H 1.50 1.21 0.34
H 0.14 -2.04 -0.28
H -1.25 1.24 -0.84
H 1.17 0.72 1.15
H 0.01 1.33 -1.38
H -0.49 -0.45 -0.65
H 0.73 -0.30 0.54
H -1.06 -1.04 -1.24
H 0.65 1.64 -0.21
H -0.97 -1.79 0.55
H 0.46 0.49 1.55
H -1.69 -0.57 0.90
H -0.13 0.20 -1.96
H -1.72 0.51 0.91
H 1.57 0.10 1.10
H -0.54 0.96 0.57
H 1.06 0.16 0.14
C 0.18 -0.17 0.38
C 0.07 -0.71 0.06
O -0.23 0.50 -0.10
C 0.07 -0.40 -0.04
H -0.05 0.01 -0.15
H -0.21 0.09 -0.08
H 0.10 0.13 -0.15
H -0.27 0.06 0.09
H 0.10 0.17 -0.05
H -0.01 0.10 0.12
C 0.10 -0.16 0.30
C 0.01 -0.38 0.79
O 0.06 0.30 -0.61
C -0.12 0.10 0.40
H -0.12 0.14 -0.10
H 0.19 0.08 -0.04
H -0.13 0.07 -0.16
H 0.18 0.11 -0.13
H -0.15 -0.08 -0.20
H 0.05 -0.11 -0.09
C -0.34 -0.35 -0.09
C -0.65 0.15 0.15
O 0.50 0.01 -0.13
C -0.52 -0.11 0.00
H 0.08 0.12 0.05
H 0.17 0.00 0.14
H 0.12 0.13 -0.14
H 0.20 -0.05 0.12
H 0.09 0.13 -0.18
H 0.18 -0.11 -0.06
C -0.07 0.31 -0.26
C -0.49 0.52 -0.25
O 0.52 -0.64 0.07
C -0.40 0.16 0.09
H 0.00 -0.06 0.12
H 0.03 -0.21 -0.02
H 0.15 -0.01 0.19
H 0.06 -0.19 -0.09
H 0.20 0.01 0.10
H 0.14 -0.02 -0.08
C 0.30 0.23 0.14
C 0.38 0.21 0.80
O -0.33 -0.13 -0.75
C -0.05 -0.10 0.40
H -0.13 -0.11 0.00
H -0.19 0.06 -0.11
H 0.01 -0.17 -0.14
H -0.14 0.10 -0.13
H 0.06 -0.13 -0.17
H 0.06 0.07 -0.14
C 0.37 0.11 -0.28
C -0.07 -0.12 -0.70
O 0.05 0.23 0.74
C -0.10 -0.09 -0.45
H -0.13 -0.05 0.05
H -0.05 -0.16 0.17
H -0.13 0.14 0.12
H 0.05 -0.12 0.21
H -0.05 0.17 0.16
H 0.03 0.09 0.12
C 0.07 0.06 0.35
C 0.22 -0.12 0.83
O -0.21 0.03 -0.64
C 0.16 0.32 0.26
H 0.00 0.12 -0.14
H 0.07 -0.01 -0.21
H -0.23 0.04 -0.01
H 0.08 -0.07 -0.19
H -0.20 -0.03 -0.09
H -0.04 -0.14 -0.06
C 0.03 0.29 -0.30
C 0.82 0.59 -0.18
O -0.63 -0.45 0.19
C 0.34 0.08 0.12
H 0.03 -0.08 0.12
H -0.15 -0.01 0.16
H -0.04 -0.21 -0.01
H -0.20 0.02 0.11
H -0.08 -0.21 -0.08
H -0.14 0.01 -0.11
C 0.29 0.24 0.16
C 0.31 0.15 0.77
O -0.33 -0.24 -0.72
C -0.04 -0.09 0.40
H -0.11 -0.11 -0.01
H -0.18 0.06 -0.10
H 0.01 -0.18 -0.14
H -0.14 0.10 -0.14
H 0.06 -0.13 -0.17
H 0.06 0.08 -0.14
C -0.07 -0.41 0.12
C -0.50 -0.46 0.29
O 0.56 0.56 -0.31
C -0.41 -0.01 0.15
H -0.03 0.16 -0.03
H 0.13 0.16 0.09
H 0.03 0.09 -0.20
H 0.18 0.10 0.08
H 0.08 0.03 -0.21
H 0.15 -0.06 -0.04
C -0.11 -0.08 -0.40
C -0.36 -0.59 -0.51
O 0.34 0.47 0.38
C -0.16 -0.39 0.04
H 0.01 -0.02 0.16
H 0.20 0.03 0.08
H -0.08 0.15 0.15
H 0.21 0.07 0.03
H -0.07 0.19 0.09
H 0.04 0.15 -0.07


No. 2
DFT (ωB97M-V with the def2-TZVPD basis set) results for a cluster of 2 separate species, C8H17NO2 in total at a distorted geometry.

Multiplicity: 1
SMILES: OC[C@@H]1CCN1.C=CCCO
Net charge: 0
ΔE to the lowest compared entry with this formula, charge and spin (kcal per mole): 58.0
E_HOMO (eV): -8.864
Energy (a.u.): -520.1698
Kohn-Sham gap (eV): 9.67

Last column: Mulliken charge in e.
Atoms and positions in Å:
C: -0.00625 0.54919 -2.78276  -0.720
C: -0.92650 0.76393 -1.58443  0.401
C: -1.00238 -0.41485 -0.58064  -0.388
C: -2.24034 -0.84954 -1.34759  -0.574
C: 1.20124 1.07918 1.78062  -0.223
C: 1.82507 -0.19346 2.35258  -0.428
C: 0.81094 -1.30200 2.33750  -0.013
C: 1.06292 -2.54905 1.91535  -0.846
H: 1.51104 1.50118 -2.06212  0.322
H: -0.27880 1.25894 -3.59872  0.285
H: -0.17542 -0.47881 -3.17888  0.306
H: -0.77797 1.76512 -1.14003  0.306
H: -0.15822 -1.10577 -0.52443  0.241
H: -1.26577 -0.03909 0.42555  0.101
H: -3.11434 -1.13938 -0.74104  0.289
H: -2.04285 -1.64683 -2.08471  0.261
H: -2.50340 0.49137 -2.95017  0.269
H: 0.19389 1.72501 3.29015  0.322
H: 0.99971 0.94804 0.70917  -0.092
H: 1.93944 1.92010 1.85666  0.401
H: 2.69868 -0.46037 1.72635  0.286
H: 2.19880 -0.01603 3.37015  0.296
H: -0.17890 -1.06834 2.72996  0.283
H: 2.02087 -2.80840 1.49473  0.271
H: 0.34716 -3.35820 1.97089  0.281
N: -2.34693 0.49376 -1.93735  -0.606
O: 1.35519 0.63416 -2.43639  -0.510
O: -0.02188 1.43518 2.40190  -0.521

Atomic forces in eV per Å
C -0.61 -0.43 -0.18
C -0.21 0.11 -0.09
C 0.33 0.43 0.46
C -0.76 -0.73 0.05
C 0.95 0.73 -0.26
C -0.12 -0.07 -0.59
C 0.20 -1.23 0.08
C -0.13 0.82 0.25
H 0.10 0.27 0.09
H 0.17 -0.26 0.42
H 0.19 0.61 0.23
H 0.08 -0.27 -0.18
H -0.10 0.19 0.00
H 0.24 -0.29 -0.44
H 0.28 0.04 -0.26
H -0.03 0.19 0.22
H -0.07 0.07 0.43
H -0.13 0.08 0.20
H -0.11 -0.06 0.30
H -0.50 -0.51 -0.04
H -0.34 0.06 0.32
H -0.16 0.01 -0.08
H 0.22 0.02 -0.02
H 0.28 -0.02 -0.03
H -0.20 0.15 -0.02
N 0.10 0.29 -0.64
O 0.25 -0.19 -0.11
O 0.08 -0.01 -0.13


Question: Number 2 is which compound?
Answer: C8H17NO2


Question: Which value of net charge does entry 2 give?
Answer: 0


Question: Look up the E_HOMO of the first one.
Answer: -8.017 eV


Repeat the second record exactly.
DFT (ωB97M-V with the def2-TZVPD basis set) results for a cluster of 2 separate species, C8H17NO2 in total at a distorted geometry.

Multiplicity: 1
SMILES: OC[C@@H]1CCN1.C=CCCO
Net charge: 0
ΔE to the lowest compared entry with this formula, charge and spin (kcal per mole): 58.0
E_HOMO (eV): -8.864
Energy (a.u.): -520.1698
Kohn-Sham gap (eV): 9.67

Last column: Mulliken charge in e.
Atoms and positions in Å:
C: -0.00625 0.54919 -2.78276  -0.720
C: -0.92650 0.76393 -1.58443  0.401
C: -1.00238 -0.41485 -0.58064  -0.388
C: -2.24034 -0.84954 -1.34759  -0.574
C: 1.20124 1.07918 1.78062  -0.223
C: 1.82507 -0.19346 2.35258  -0.428
C: 0.81094 -1.30200 2.33750  -0.013
C: 1.06292 -2.54905 1.91535  -0.846
H: 1.51104 1.50118 -2.06212  0.322
H: -0.27880 1.25894 -3.59872  0.285
H: -0.17542 -0.47881 -3.17888  0.306
H: -0.77797 1.76512 -1.14003  0.306
H: -0.15822 -1.10577 -0.52443  0.241
H: -1.26577 -0.03909 0.42555  0.101
H: -3.11434 -1.13938 -0.74104  0.289
H: -2.04285 -1.64683 -2.08471  0.261
H: -2.50340 0.49137 -2.95017  0.269
H: 0.19389 1.72501 3.29015  0.322
H: 0.99971 0.94804 0.70917  -0.092
H: 1.93944 1.92010 1.85666  0.401
H: 2.69868 -0.46037 1.72635  0.286
H: 2.19880 -0.01603 3.37015  0.296
H: -0.17890 -1.06834 2.72996  0.283
H: 2.02087 -2.80840 1.49473  0.271
H: 0.34716 -3.35820 1.97089  0.281
N: -2.34693 0.49376 -1.93735  -0.606
O: 1.35519 0.63416 -2.43639  -0.510
O: -0.02188 1.43518 2.40190  -0.521

Atomic forces in eV per Å
C -0.61 -0.43 -0.18
C -0.21 0.11 -0.09
C 0.33 0.43 0.46
C -0.76 -0.73 0.05
C 0.95 0.73 -0.26
C -0.12 -0.07 -0.59
C 0.20 -1.23 0.08
C -0.13 0.82 0.25
H 0.10 0.27 0.09
H 0.17 -0.26 0.42
H 0.19 0.61 0.23
H 0.08 -0.27 -0.18
H -0.10 0.19 0.00
H 0.24 -0.29 -0.44
H 0.28 0.04 -0.26
H -0.03 0.19 0.22
H -0.07 0.07 0.43
H -0.13 0.08 0.20
H -0.11 -0.06 0.30
H -0.50 -0.51 -0.04
H -0.34 0.06 0.32
H -0.16 0.01 -0.08
H 0.22 0.02 -0.02
H 0.28 -0.02 -0.03
H -0.20 0.15 -0.02
N 0.10 0.29 -0.64
O 0.25 -0.19 -0.11
O 0.08 -0.01 -0.13